DFT (wB97M-V/def2-TZVPD) results for a cluster of 9 separate species, C61H55BNO20S2 in total in a non-equilibrium geometry.

Geometry (Å):
1 C -1.72 -2.99 1.15
2 B -1.78 -2.19 -0.19
3 O -2.05 -2.87 -1.34
4 N -1.66 -0.67 -0.32
5 S -0.53 -0.29 -1.69
6 C -2.98 -0.08 -0.73
7 C -4.14 -0.29 0.24
8 C -4.21 0.72 1.44
9 C -5.66 0.86 1.94
10 S -5.66 1.18 3.70
11 O -5.30 2.55 3.89
12 O -6.92 0.82 4.25
13 O -4.54 0.23 4.36
14 C -1.11 0.07 0.91
15 C 0.35 0.50 0.91
16 C 0.59 1.84 0.73
17 C 1.84 2.38 0.74
18 C 2.93 1.56 0.90
19 C 2.70 0.22 1.09
20 C 1.45 -0.33 1.10
21 C 1.32 -1.81 1.35
22 H -1.29 -3.98 1.02
23 H -2.77 -3.14 1.48
24 H -1.22 -2.49 1.98
25 H -2.74 -3.51 -1.11
26 H -0.29 -1.45 -2.37
27 H -3.24 -0.53 -1.68
28 H -2.85 0.98 -0.94
29 H -4.25 -1.29 0.67
30 H -5.05 -0.11 -0.33
31 H -3.81 1.67 1.08
32 H -3.54 0.31 2.20
33 H -6.06 1.77 1.50
34 H -6.29 0.01 1.67
35 H -4.32 0.65 5.21
36 H -1.37 -0.43 1.85
37 H -1.64 1.03 0.92
38 H -0.26 2.51 0.61
39 H 1.98 3.45 0.62
40 H 3.94 1.97 0.89
41 H 3.54 -0.45 1.23
42 H 0.74 -1.98 2.26
43 H 2.32 -2.19 1.57
44 H 0.97 -2.39 0.49
45 C -4.35 -4.02 5.50
46 C -4.57 -3.84 4.20
47 C -4.68 -5.00 3.28
48 O -4.88 -4.84 2.09
49 C -4.56 -6.36 3.86
50 C -4.34 -6.53 5.16
51 C -4.22 -5.37 6.09
52 O -4.02 -5.53 7.27
53 H -4.26 -3.18 6.19
54 H -4.66 -2.86 3.75
55 H -4.65 -7.19 3.17
56 H -4.24 -7.51 5.61
57 C 4.09 5.27 -1.89
58 C 5.24 5.61 -2.45
59 C 6.19 6.54 -1.78
60 O 7.24 6.85 -2.29
61 C 5.79 7.07 -0.45
62 C 4.63 6.72 0.11
63 C 3.70 5.80 -0.56
64 O 2.64 5.48 -0.05
65 H 3.39 4.59 -2.37
66 H 5.55 5.23 -3.42
67 H 6.49 7.74 0.03
68 H 4.33 7.10 1.08
69 C 1.94 -4.77 -6.03
70 C 1.84 -3.75 -5.18
71 C 0.53 -3.25 -4.73
72 O 0.45 -2.32 -3.95
73 C -0.68 -3.91 -5.27
74 C -0.59 -4.92 -6.12
75 C 0.72 -5.43 -6.57
76 O 0.81 -6.36 -7.35
77 H 2.89 -5.15 -6.38
78 H 2.72 -3.26 -4.77
79 H -1.63 -3.52 -4.93
80 H -1.47 -5.42 -6.53
81 C 4.99 3.36 3.40
82 C 5.39 3.38 4.67
83 C 6.77 3.79 5.04
84 O 7.12 3.81 6.20
85 C 7.69 4.17 3.94
86 C 7.29 4.15 2.67
87 C 5.92 3.74 2.30
88 O 5.56 3.72 1.14
89 H 3.99 3.06 3.11
90 H 4.73 3.10 5.48
91 H 8.69 4.47 4.23
92 H 7.95 4.42 1.85
93 C 0.32 -1.90 6.11
94 C 0.75 -1.06 7.04
95 C 0.35 0.37 7.03
96 O 0.74 1.14 7.87
97 C -0.56 0.82 5.94
98 C -0.99 -0.03 5.01
99 C -0.58 -1.45 5.02
100 O -0.98 -2.23 4.17
101 H 0.60 -2.95 6.09
102 H 1.41 -1.37 7.84
103 H -0.84 1.87 5.95
104 H -1.65 0.28 4.21
105 C 5.43 10.44 3.43
106 C 4.79 11.42 4.08
107 C 3.69 12.18 3.44
108 O 3.11 13.06 4.03
109 C 3.32 11.81 2.05
110 C 3.96 10.83 1.40
111 C 5.06 10.07 2.04
112 O 5.63 9.18 1.45
113 H 6.23 9.88 3.87
114 H 5.05 11.70 5.09
115 H 2.51 12.37 1.60
116 H 3.70 10.55 0.39
117 C -2.89 -0.66 -5.07
118 C -3.40 0.39 -4.45
119 C -4.49 1.20 -5.06
120 O -4.95 2.16 -4.49
121 C -4.97 0.78 -6.40
122 C -4.45 -0.28 -7.03
123 C -3.37 -1.08 -6.41
124 O -2.90 -2.05 -6.97
125 H -2.10 -1.26 -4.63
126 H -3.06 0.71 -3.47
127 H -5.76 1.38 -6.84
128 H -4.79 -0.60 -8.00
129 C -2.31 -11.11 -7.38
130 C -2.33 -11.51 -8.65
131 C -1.57 -10.78 -9.70
132 O -1.59 -11.14 -10.86
133 C -0.78 -9.59 -9.28
134 C -0.76 -9.20 -8.01
135 C -1.52 -9.93 -6.96
136 O -1.50 -9.57 -5.80
137 H -2.86 -11.63 -6.61
138 H -2.90 -12.37 -8.98
139 H -0.24 -9.08 -10.05
140 H -0.20 -8.34 -7.68

Kohn-Sham gap: 0.2725 hartree
LUMO level: -3.92 eV
Charge: +1

Mulliken atomic charge list, values in e, 5 entries: -0.604, 0.295, -0.672, 0.360, -0.073